DFT (ωB97M-V/def2-TZVPD) results for C4H8O3 in the gas phase at a distorted geometry.

Output
Gap between HOMO and LUMO: 10.980 eV
Energy relative to the best compared isomer or geometry (same formula, charge and spin): 40.79 kcal per mole
Lowest unoccupied orbital energy: 0.7830 eV
E_HOMO: -0.3747 Eh
Total charge: 0
Calculated total energy: -382.8998 a.u.

Positions of all 15 atoms, in Å:
C 2.282135 0.068739 0.334910
O 0.898518 0.282787 0.406692
C 0.083404 -0.712726 0.034941
O 0.398416 -1.738446 -0.519886
C -1.284678 -0.178548 0.254235
C -1.152494 1.026167 -0.918659
O -2.281589 -1.177639 0.382492
H 2.535651 -0.612475 1.145843
H 2.733843 1.048670 0.491638
H 2.560781 -0.346123 -0.634650
H -1.338569 0.337812 1.215037
H -0.408448 1.813121 -0.657570
H -2.096151 1.536343 -1.074465
H -0.758984 0.638441 -1.875691
H -2.149402 -1.967646 -0.164227

Atomic forces in eV per Å
C 0.52 -0.14 0.04
O 0.11 -0.24 0.33
C 0.18 -0.19 -0.10
O 0.01 0.36 0.56
C 0.27 0.91 -0.52
C -0.69 -0.54 0.27
O -0.15 0.73 -0.86
H 0.46 -0.05 -0.13
H 0.11 -0.21 -0.03
H 0.11 -0.02 0.12
H 0.15 0.11 -0.26
H -0.71 -0.85 0.49
H -0.29 -0.18 -0.13
H -0.54 -0.22 0.37
H 0.46 0.53 -0.15

DFT (ωB97M-V/def2-TZVPD) results for C4H8O3 in the gas phase at a distorted geometry.

Output
Gap between HOMO and LUMO: 10.712 eV
Energy relative to the best compared isomer or geometry (same formula, charge and spin): 21.27 kcal per mole
Lowest unoccupied orbital energy: 0.7180 eV
E_HOMO: -0.3673 Eh
Total charge: 0
Calculated total energy: -382.9309 a.u.

Positions of all 15 atoms, in Å:
O 0.002288 1.143735 -1.255372
C -0.570471 1.151256 -0.203432
O -1.829042 1.648180 -0.070586
C -0.113660 0.532349 1.095085
C 0.052452 -1.042907 1.088304
C 1.237869 -1.589244 0.328450
O 1.133430 -1.513041 -1.087134
H -2.064192 2.159164 -0.854767
H -0.848722 0.756214 1.862886
H 0.877045 0.931833 1.307846
H 0.175838 -1.155756 2.164846
H -0.862419 -1.465248 0.670573
H 2.155705 -1.046266 0.566398
H 1.393661 -2.638673 0.580249
H 0.223043 -1.379132 -1.361472

Atomic forces in eV per Å
O 0.23 0.33 -0.01
C -0.69 -0.54 -0.03
O 0.08 0.28 0.43
C 0.31 -0.84 -0.72
C -0.03 1.91 -0.27
C 0.27 -0.02 -0.48
O -0.01 -0.10 -0.03
H 0.10 -0.17 -0.29
H 0.22 0.29 0.09
H -0.10 0.26 0.26
H -0.18 -1.05 -0.08
H -0.13 -0.34 0.51
H -0.03 0.01 0.26
H -0.03 -0.10 0.29
H -0.01 0.09 0.06

DFT (ωB97M-V/def2-TZVPD) results for a molecular structure, C4H8O3.

Output
Gap between HOMO and LUMO: 10.404 eV
Energy relative to the best compared isomer or geometry (same formula, charge and spin): 41.51 kcal per mole
Lowest unoccupied orbital energy: 0.6724 eV
E_HOMO: -0.3576 Eh
Total charge: 0
Calculated total energy: -382.8987 a.u.

Positions of all 15 atoms, in Å:
O -0.509363 0.477253 -0.868189
C -1.897570 0.118195 -0.599820
C -1.442146 -1.211431 0.008820
C -0.070328 -0.727883 -0.418225
O 1.046800 -1.154507 -0.426487
C 1.708138 1.060302 1.513802
O 2.820174 0.713738 0.729264
H 0.824215 1.302434 0.906994
H -2.440725 0.046747 -1.543044
H -2.370788 0.836207 0.072008
H -1.767936 -2.132935 -0.474466
H -1.548261 -1.292312 1.093328
H 1.968760 1.956474 2.081737
H 1.430492 0.268516 2.230879
H 2.533621 -0.006839 0.149195

Atomic forces in eV per Å
O 0.12 -0.04 -0.14
C -0.32 0.05 -0.03
C -0.07 -0.09 0.03
C 0.52 -0.38 0.02
O -0.61 0.20 -0.04
C -0.29 0.21 0.33
O 0.05 -0.17 -0.16
H 0.21 0.03 0.12
H 0.00 0.00 0.15
H 0.12 -0.09 -0.08
H 0.01 0.13 0.05
H 0.04 0.00 -0.18
H 0.00 -0.11 -0.01
H 0.10 0.13 -0.13
H 0.12 0.13 0.06

DFT (ωB97M-V/def2-TZVPD) results for a molecular structure, C4H8O3 at a distorted geometry.

Output
Gap between HOMO and LUMO (spin up / spin down): 8.138 / 8.141 eV
Energy relative to the best compared isomer or geometry (same formula, charge and spin): 123.89 kcal per mole
Lowest unoccupied orbital energy (spin up / spin down): -0.9232 / -0.9223 eV
E_HOMO (spin up / spin down): -0.3330 / -0.3331 Eh
Total charge: 0
Calculated total energy: -382.7674 a.u.

Positions of all 15 atoms, in Å:
C -1.125978 1.116657 -1.078119
C -0.818125 0.683724 0.365608
O -1.825041 0.512987 1.191710
C 0.301370 -0.291751 0.511451
O 1.267764 -0.380255 -0.431372
C 2.504733 -0.949817 -0.076930
O 2.800364 -1.335859 1.020460
H -1.640340 0.284746 -1.578242
H -0.228525 1.377687 -1.654828
H -1.805993 1.975289 -1.047137
H -0.097380 1.454460 0.844246
H -1.756438 -1.134272 0.869513
H -1.250103 -1.673686 0.549597
H 0.558773 -0.661787 1.505278
H 3.114921 -0.978126 -0.991239

Atomic forces in eV per Å
C 0.03 -0.08 0.09
C -0.30 -0.23 0.00
O 0.57 -0.12 -0.47
C 0.05 0.54 -0.19
O -0.16 -0.20 0.69
C 0.01 -0.35 1.12
O -0.54 0.63 -1.60
H 0.10 0.19 0.13
H -0.20 -0.05 0.16
H 0.18 -0.23 0.03
H 0.26 -0.18 -0.02
H 0.11 0.05 -0.04
H 0.02 0.02 0.03
H -0.07 0.02 -0.19
H -0.07 -0.02 0.27

DFT (ωB97M-V/def2-TZVPD) results for 2 unconnected molecules or ions with the total composition C4H8O3.

Output
Gap between HOMO and LUMO: 11.040 eV
Energy relative to the best compared isomer or geometry (same formula, charge and spin): 18.43 kcal per mole
Lowest unoccupied orbital energy: 0.7440 eV
E_HOMO: -0.3784 Eh
Total charge: 0
Calculated total energy: -382.9354 a.u.

Positions of all 15 atoms, in Å:
C 1.365471 1.052402 1.693512
C 0.799034 0.142142 0.606143
C -0.224959 -0.810685 1.144870
O -1.230151 -1.176220 0.571414
H 0.596691 1.713476 2.109146
H 2.160785 1.681448 1.285109
H 1.784510 0.465288 2.518790
H 1.599287 -0.486834 0.188229
H 0.385690 0.682948 -0.249104
H -0.018796 -1.213211 2.158242
O -0.162456 0.000007 -2.474382
C -1.299443 -0.284342 -2.770770
O -2.227660 -0.739373 -1.945922
H -1.698755 -0.193221 -3.790064
H -1.829246 -0.833824 -1.045213

Atomic forces in eV per Å
C 0.02 0.05 0.08
C -0.04 -0.01 -0.17
C -0.18 -0.07 -0.11
O 0.28 0.14 0.18
H 0.10 -0.11 -0.09
H -0.10 -0.10 0.08
H -0.03 0.11 -0.11
H -0.07 0.04 0.09
H 0.02 -0.06 0.18
H -0.01 0.02 -0.07
O -0.43 -0.12 -0.09
C 0.32 0.11 -0.10
O 0.14 0.02 0.08
H 0.02 0.01 0.03
H -0.05 -0.03 0.01

DFT (ωB97M-V/def2-TZVPD) results for 2 unconnected molecules or ions with the total composition C4H8O3 at a distorted geometry.

Output
Gap between HOMO and LUMO: 10.371 eV
Energy relative to the best compared isomer or geometry (same formula, charge and spin): 57.92 kcal per mole
Lowest unoccupied orbital energy: 0.3031 eV
E_HOMO: -0.3700 Eh
Total charge: 0
Calculated total energy: -382.8725 a.u.

Positions of all 15 atoms, in Å:
O -1.905440 0.495722 -1.072062
C -0.950874 -0.221183 -0.884411
C -0.003768 -0.041350 0.350229
C 0.898374 -1.318699 0.415059
C 1.807106 -1.191082 1.649662
O 2.256013 -2.140864 2.175065
H -0.751288 -1.144940 -1.492215
H 0.646701 0.968355 0.304272
H -0.548429 0.064533 1.302407
H 1.673467 -1.360864 -0.391684
H 0.252318 -2.203490 0.556636
H 2.155105 -0.152493 1.772124
O -1.604132 3.416317 -1.963694
H -2.062422 3.775813 -2.617155
H -1.841999 2.517568 -1.732092

Atomic forces in eV per Å
O 0.65 -0.48 -0.41
C -0.23 0.71 1.64
C 1.55 0.71 -1.13
C 0.00 1.41 1.36
C -0.71 0.71 -2.86
O 0.85 -1.37 1.80
H -0.08 0.61 0.05
H -1.45 -2.23 -0.32
H -0.26 -0.11 -0.57
H -1.06 -0.26 0.17
H 0.64 0.14 -0.55
H 0.14 0.21 0.77
O 3.85 -1.81 4.79
H -3.38 1.82 -4.37
H -0.49 -0.06 -0.36

DFT (ωB97M-V/def2-TZVPD) results for C4H8O3 in the gas phase.

Output
Gap between HOMO and LUMO: 11.247 eV
Energy relative to the best compared isomer or geometry (same formula, charge and spin): 41.96 kcal per mole
Lowest unoccupied orbital energy: 0.7807 eV
E_HOMO: -0.3846 Eh
Total charge: 0
Calculated total energy: -382.8979 a.u.

Positions of all 15 atoms, in Å:
C -1.550185 0.261536 0.521936
C -1.181411 -0.789001 -0.580705
O -0.017436 -0.535106 -1.377684
C 1.100032 -0.590999 -0.591302
O 1.589855 -1.608705 -0.179180
C 1.384863 0.798827 -0.124295
O 2.451990 0.940305 0.754720
H -0.892653 0.495756 1.375465
H -1.828948 1.228721 0.086332
H -2.423709 -0.174237 0.998254
H -2.004085 -0.794404 -1.301828
H -1.064796 -1.787964 -0.143510
H 1.444236 1.502948 -0.958581
H 0.405990 0.975603 0.350199
H 2.586259 0.076724 1.170174

Atomic forces in eV per Å
C -0.33 -0.27 -0.22
C -0.43 0.15 0.54
O 0.08 0.00 0.03
C 0.03 -0.18 0.33
O -0.09 0.57 -0.31
C -0.19 0.12 -0.08
O 0.21 -0.18 0.11
H 0.07 -0.62 -0.51
H -0.01 -0.26 -0.05
H -0.40 0.09 -0.04
H 0.13 -0.11 0.22
H -0.18 0.18 0.00
H 0.22 -0.16 0.05
H 0.74 0.59 -0.04
H 0.12 0.08 -0.04

DFT (ωB97M-V/def2-TZVPD) results for C4H8O3 in the gas phase.

Output
Gap between HOMO and LUMO: 11.564 eV
Energy relative to the best compared isomer or geometry (same formula, charge and spin): 26.45 kcal per mole
Lowest unoccupied orbital energy: 0.8220 eV
E_HOMO: -0.3948 Eh
Total charge: 0
Calculated total energy: -382.9227 a.u.

Positions of all 15 atoms, in Å:
C -1.455227 -1.021810 0.645721
C -0.265275 -0.126304 0.969545
O 0.527798 -0.672389 2.016950
C 0.727147 0.095374 -0.163583
O 0.144739 0.508505 -1.397693
C 0.718263 1.565190 -1.985013
O 1.661563 2.181298 -1.569231
H -1.128692 -2.014785 0.313605
H -2.095107 -0.590564 -0.131631
H -2.058536 -1.161706 1.548134
H -0.622188 0.841911 1.344712
H 1.199641 -1.232288 1.604621
H 1.193868 -0.854944 -0.407781
H 1.486077 0.801421 0.182082
H 0.179527 1.791173 -2.913827

Atomic forces in eV per Å
C 0.00 -0.05 -0.01
C -0.13 0.06 -0.13
O 0.05 -0.11 0.11
C 0.08 -0.12 0.13
O -0.26 0.42 0.09
C 0.18 0.35 0.01
O -0.32 -0.18 -0.24
H 0.04 0.17 0.00
H 0.17 0.00 0.09
H 0.10 0.06 -0.12
H 0.02 -0.14 -0.13
H -0.14 -0.04 0.27
H 0.25 -0.31 0.17
H -0.11 -0.10 -0.25
H 0.07 0.00 0.01